--- 1 ---
{
  "formula": "C28H84O28",
  "method": "the ωB97M-V functional and the def2-TZVPD basis",
  "e_lumo_ev": -0.45,
  "orbital_gap_ev": 8.352,
  "e_homo_ha": -0.32362,
  "mol_weight_da": 868.95,
  "elements": ["C", "C", "O", "O", "H", "H", "H", "H", "H", "H", "C", "C", "O", "O", "H", "H", "H", "H", "H", "H", "C", "C", "O", "O", "H", "H", "H", "H", "H", "H", "C", "C", "O", "O", "H", "H", "H", "H", "H", "H", "C", "C", "O", "O", "H", "H", "H", "H", "H", "H", "C", "C", "O", "O", "H", "H", "H", "H", "H", "H", "C", "C", "O", "O", "H", "H", "H", "H", "H", "H", "C", "C", "O", "O", "H", "H", "H", "H", "H", "H", "C", "C", "O", "O", "H", "H", "H", "H", "H", "H", "C", "C", "O", "O", "H", "H", "H", "H", "H", "H", "C", "C", "O", "O", "H", "H", "H", "H", "H", "H", "C", "C", "O", "O", "H", "H", "H", "H", "H", "H", "C", "C", "O", "O", "H", "H", "H", "H", "H", "H", "C", "C", "O", "O", "H", "H", "H", "H", "H", "H"],
  "xyz": [[30.074, -22.100, 8.508], [29.690, -22.913, 9.786], [28.348, -22.810, 10.087], [29.346, -22.438, 7.364], [31.132, -22.217, 8.259], [29.993, -21.029, 8.708], [30.269, -22.439, 10.579], [30.023, -23.941, 9.627], [27.927, -22.598, 9.247], [29.580, -21.789, 6.696], [29.669, -23.480, 16.065], [30.095, -24.972, 16.073], [30.755, -25.412, 17.287], [30.765, -22.599, 16.302], [28.859, -23.383, 16.791], [29.282, -23.201, 15.086], [30.774, -25.251, 15.265], [29.215, -25.601, 15.920], [30.953, -26.339, 17.130], [31.103, -22.744, 17.190], [23.422, -24.405, 11.872], [22.452, -23.890, 10.773], [22.841, -24.220, 9.441], [23.306, -25.831, 12.002], [23.000, -23.959, 12.773], [24.475, -24.162, 11.727], [22.381, -22.802, 10.844], [21.436, -24.245, 10.947], [23.457, -23.536, 9.168], [23.237, -26.313, 11.167], [26.733, -26.304, 12.101], [27.814, -25.281, 12.509], [27.368, -23.943, 12.394], [25.732, -26.539, 13.055], [27.303, -27.236, 12.033], [26.336, -26.207, 11.089], [28.602, -25.408, 11.764], [28.187, -25.470, 13.516], [27.618, -23.710, 11.494], [24.867, -26.266, 12.720], [22.623, -27.141, 7.593], [23.264, -27.965, 8.695], [23.960, -27.212, 9.689], [21.619, -26.284, 8.110], [22.221, -27.838, 6.859], [23.482, -26.614, 7.170], [23.932, -28.724, 8.281], [22.480, -28.511, 9.222], [24.662, -26.749, 9.214], [22.106, -25.563, 8.532], [30.952, -26.642, 12.903], [31.777, -27.778, 12.238], [33.168, -27.457, 12.024], [30.936, -25.450, 12.169], [31.439, -26.509, 13.871], [29.922, -26.931, 13.109], [31.332, -28.078, 11.287], [31.646, -28.664, 12.859], [33.260, -26.972, 11.198], [31.789, -25.039, 12.332], [27.125, -25.010, 6.372], [27.059, -25.820, 7.636], [25.803, -25.695, 8.281], [27.061, -23.640, 6.632], [26.366, -25.375, 5.677], [28.004, -25.154, 5.737], [27.883, -25.569, 8.308], [27.201, -26.880, 7.417], [25.567, -24.762, 8.268], [27.882, -23.432, 7.096], [25.661, -20.772, 10.960], [26.460, -19.933, 9.956], [26.165, -20.294, 8.621], [24.268, -20.480, 10.940], [26.131, -20.457, 11.894], [25.797, -21.842, 10.793], [27.511, -20.060, 10.214], [26.171, -18.902, 10.168], [25.542, -19.666, 8.248], [23.862, -20.765, 11.763], [23.699, -29.499, 12.561], [22.965, -28.935, 13.752], [23.057, -29.835, 14.832], [22.893, -30.490, 11.871], [24.632, -29.954, 12.890], [23.868, -28.722, 11.813], [21.899, -28.769, 13.594], [23.372, -27.958, 14.024], [23.995, -29.998, 15.005], [22.383, -30.025, 11.204], [29.530, -29.958, 14.705], [28.936, -30.066, 13.324], [27.510, -29.862, 13.310], [29.544, -28.650, 15.183], [30.571, -30.280, 14.656], [29.064, -30.635, 15.426], [29.061, -31.062, 12.893], [29.280, -29.337, 12.588], [27.171, -29.865, 12.407], [28.633, -28.318, 15.222], [26.010, -27.896, 16.018], [26.155, -29.408, 16.449], [25.665, -30.221, 15.410], [27.130, -27.580, 15.244], [26.085, -27.319, 16.942], [25.094, -27.625, 15.494], [25.612, -29.633, 17.368], [27.178, -29.752, 16.608], [26.332, -30.212, 14.711], [26.779, -27.267, 14.403], [30.273, -26.268, 8.728], [31.722, -26.718, 8.607], [32.591, -25.999, 9.465], [29.645, -26.650, 9.928], [29.824, -26.785, 7.879], [30.207, -25.190, 8.560], [32.010, -26.476, 7.581], [31.806, -27.792, 8.772], [32.448, -25.066, 9.284], [30.154, -26.272, 10.658], [26.776, -29.004, 9.511], [28.073, -29.049, 8.709], [28.147, -30.286, 7.976], [26.828, -29.948, 10.568], [25.864, -29.177, 8.937], [26.696, -28.019, 9.972], [28.978, -28.940, 9.308], [28.170, -28.114, 8.149], [29.092, -30.379, 7.829], [26.832, -30.840, 10.209], [25.558, -24.088, 15.961], [25.494, -23.225, 14.700], [26.752, -22.593, 14.556], [25.688, -23.261, 17.122], [26.415, -24.760, 15.900], [24.600, -24.589, 16.106], [24.591, -22.611, 14.719], [25.286, -23.873, 13.847], [27.117, -22.902, 13.714], [26.314, -22.594, 16.823]]
}



--- 2 ---
{
  "formula": "C28H84O28",
  "method": "the ωB97M-V functional and the def2-TZVPD basis",
  "e_lumo_ev": -0.03,
  "orbital_gap_ev": 9.619,
  "e_homo_ha": -0.35463,
  "mol_weight_da": 868.95,
  "elements": ["C", "C", "O", "O", "H", "H", "H", "H", "H", "H", "C", "C", "O", "O", "H", "H", "H", "H", "H", "H", "C", "C", "O", "O", "H", "H", "H", "H", "H", "H", "C", "C", "O", "O", "H", "H", "H", "H", "H", "H", "C", "C", "O", "O", "H", "H", "H", "H", "H", "H", "C", "C", "O", "O", "H", "H", "H", "H", "H", "H", "C", "C", "O", "O", "H", "H", "H", "H", "H", "H", "C", "C", "O", "O", "H", "H", "H", "H", "H", "H", "C", "C", "O", "O", "H", "H", "H", "H", "H", "H", "C", "C", "O", "O", "H", "H", "H", "H", "H", "H", "C", "C", "O", "O", "H", "H", "H", "H", "H", "H", "C", "C", "O", "O", "H", "H", "H", "H", "H", "H", "C", "C", "O", "O", "H", "H", "H", "H", "H", "H", "C", "C", "O", "O", "H", "H", "H", "H", "H", "H"],
  "xyz": [[32.591, -11.710, 5.756], [32.730, -12.029, 7.236], [32.538, -10.960, 8.124], [31.197, -11.456, 5.503], [32.989, -12.520, 5.145], [33.193, -10.824, 5.555], [33.693, -12.472, 7.492], [32.041, -12.846, 7.452], [31.601, -10.793, 8.249], [31.235, -11.137, 4.598], [24.820, -10.527, 1.095], [23.715, -10.745, 2.070], [23.384, -12.141, 2.026], [25.998, -10.838, 1.705], [24.758, -9.463, 0.863], [24.646, -11.087, 0.176], [22.880, -10.159, 1.687], [24.021, -10.401, 3.058], [24.105, -12.604, 2.459], [26.618, -10.737, 0.980], [27.638, -12.307, -2.013], [28.348, -11.227, -1.146], [27.368, -10.370, -0.579], [27.059, -11.766, -3.226], [26.819, -12.850, -1.541], [28.221, -13.154, -2.375], [28.897, -10.628, -1.873], [28.991, -11.601, -0.349], [27.334, -9.670, -1.234], [26.512, -11.035, -2.929], [31.279, -12.568, 1.969], [30.767, -13.738, 2.768], [31.564, -14.814, 2.583], [32.457, -11.911, 2.502], [30.465, -11.845, 1.925], [31.470, -12.825, 0.927], [29.785, -13.999, 2.374], [30.644, -13.529, 3.831], [32.460, -14.650, 2.886], [33.068, -12.581, 2.817], [35.726, -5.554, 3.561], [34.396, -6.152, 3.110], [33.959, -7.103, 4.094], [35.603, -4.627, 4.673], [36.249, -5.118, 2.710], [36.395, -6.392, 3.756], [34.413, -6.536, 2.090], [33.632, -5.387, 2.971], [33.097, -6.747, 4.318], [36.466, -4.710, 5.085], [30.064, -8.216, 7.620], [30.417, -8.992, 8.869], [30.149, -10.372, 8.887], [30.971, -8.571, 6.594], [30.092, -7.137, 7.774], [29.093, -8.535, 7.243], [29.763, -8.629, 9.662], [31.449, -8.739, 9.110], [30.006, -10.744, 9.761], [31.160, -9.492, 6.792], [27.537, -6.764, 5.342], [27.272, -6.117, 6.779], [28.345, -5.331, 7.324], [27.641, -5.726, 4.361], [26.815, -7.548, 5.113], [28.497, -7.277, 5.376], [26.949, -6.927, 7.432], [26.448, -5.414, 6.654], [28.593, -4.746, 6.605], [27.541, -6.120, 3.491], [30.448, -8.459, 2.746], [30.192, -9.119, 1.368], [31.335, -9.778, 0.888], [30.744, -9.413, 3.743], [29.637, -7.825, 3.104], [31.350, -7.897, 2.502], [29.791, -8.449, 0.607], [29.357, -9.811, 1.479], [31.739, -10.384, 1.514], [30.761, -8.966, 4.592], [31.083, -4.998, 5.786], [31.892, -3.839, 5.301], [33.184, -3.777, 5.971], [31.656, -6.305, 5.426], [30.130, -4.984, 5.256], [30.927, -5.062, 6.863], [31.505, -2.898, 5.693], [31.984, -3.652, 4.231], [33.811, -4.278, 5.444], [31.465, -6.917, 6.140], [26.551, -5.768, -0.143], [26.961, -6.971, 0.667], [27.622, -6.423, 1.771], [27.539, -5.095, -0.785], [25.926, -5.145, 0.496], [25.990, -6.028, -1.041], [27.678, -7.493, 0.033], [26.178, -7.624, 1.050], [28.256, -5.761, 1.486], [27.137, -4.986, -1.649], [32.566, -11.852, -3.267], [32.860, -11.652, -1.711], [33.427, -12.789, -1.234], [31.458, -12.639, -3.547], [33.407, -12.158, -3.888], [32.435, -10.852, -3.679], [31.922, -11.386, -1.224], [33.520, -10.784, -1.717], [34.113, -13.031, -1.861], [31.537, -13.468, -3.070], [27.576, -10.577, 5.048], [27.837, -12.079, 4.802], [28.646, -12.629, 5.824], [27.104, -10.340, 6.372], [27.012, -10.114, 4.238], [28.507, -10.032, 4.890], [28.264, -12.215, 3.808], [26.883, -12.581, 4.641], [29.456, -12.115, 5.845], [27.472, -10.956, 7.010], [31.653, -5.329, 0.095], [31.029, -4.271, 1.040], [29.639, -4.506, 1.050], [31.426, -5.084, -1.274], [31.272, -6.331, 0.292], [32.735, -5.447, 0.147], [31.350, -3.270, 0.752], [31.378, -4.460, 2.055], [29.357, -4.097, 0.228], [30.836, -5.776, -1.583], [30.900, -7.964, -2.572], [30.588, -8.175, -4.078], [29.379, -8.913, -4.324], [29.872, -7.119, -2.101], [31.866, -7.471, -2.467], [30.879, -8.852, -1.941], [31.380, -8.805, -4.483], [30.617, -7.214, -4.592], [29.702, -9.710, -4.750], [29.155, -7.682, -1.800]]
}



1 is the most stable structure shown above.